{"formula": "C34H27HgN6O2P", "method": "ωB97M-V/def2-TZVPD", "multiplicity": 2, "relative_energy_kcal_mol": 12.82, "s_squared": 0.78, "fmax_ha_per_bohr": 0.0294, "gap_ev": [4.36, 6.63], "total_charge": -1, "elements": ["Hg", "C", "C", "N", "N", "C", "O", "C", "C", "C", "C", "C", "C", "C", "C", "C", "C", "C", "N", "H", "H", "H", "H", "H", "H", "H", "H", "H", "H", "H", "H", "N", "C", "N", "C", "N", "O", "P", "C", "C", "C", "C", "C", "C", "C", "C", "C", "C", "C", "C", "C", "C", "C", "C", "C", "C", "H", "H", "H", "H", "H", "H", "H", "H", "H", "H", "H", "H", "H", "H", "H"], "positions_angstrom": [[-0.75813, 0.08462, -1.76427], [-2.79722, -3.43493, -3.69356], [-1.92574, -2.23723, -3.43188], [-1.90601, -1.66505, -2.23449], [-2.57850, -2.21039, -1.21451], [-2.49555, -1.52350, -0.08340], [-1.95670, -0.36413, 0.04381], [-3.02954, -2.21697, 1.09184], [-3.71839, -3.42773, 0.97870], [-4.14688, -4.09128, 2.11022], [-3.89820, -3.56804, 3.37290], [-3.21298, -2.36767, 3.49268], [-2.78974, -1.69600, 2.36425], [-1.07151, -1.69932, -4.42915], [-1.04868, -2.17355, -5.76453], [-0.14916, -1.66469, -6.66132], [0.73957, -0.66198, -6.24485], [0.63515, -0.21379, -4.94312], [-0.22232, -0.68599, -4.05394], [-3.17210, -3.79887, -2.73992], [-2.23056, -4.22787, -4.17989], [-3.64721, -3.17345, -4.32562], [-3.89902, -3.82534, -0.00787], [-4.67472, -5.03186, 2.01700], [-4.23779, -4.09348, 4.25679], [-3.00008, -1.95615, 4.47192], [-2.25755, -0.76041, 2.43223], [-1.75116, -2.93343, -6.07308], [-0.11911, -2.02385, -7.68182], [1.47035, -0.24422, -6.91997], [1.28721, 0.57365, -4.58829], [-0.21330, 2.04931, -2.19030], [0.75282, 2.47807, -2.71263], [1.63326, 3.14043, -3.28224], [2.86883, 2.99220, -3.59254], [3.97879, 2.96479, -3.91156], [1.19264, -0.03121, -0.27362], [1.30641, 0.80695, 0.94070], [2.21718, 2.35109, 0.66848], [2.07482, 3.43589, 1.52886], [2.86361, 4.55548, 1.35321], [3.79964, 4.59701, 0.33168], [3.94481, 3.51716, -0.52630], [3.15205, 2.39641, -0.35829], [2.22258, -0.05179, 2.24540], [2.41316, -1.42100, 2.09123], [3.08130, -2.14195, 3.06026], [3.56448, -1.50012, 4.19296], [3.39501, -0.12879, 4.33881], [2.72915, 0.59689, 3.37241], [-0.23521, 1.37609, 1.72692], [-0.98029, 2.35871, 1.08118], [-2.07047, 2.92430, 1.71448], [-2.41157, 2.52901, 2.99961], [-1.67558, 1.54564, 3.63933], [-0.58977, 0.96633, 3.00590], [1.34704, 3.40249, 2.32865], [2.74854, 5.39858, 2.01974], [4.42320, 5.47126, 0.20876], [4.67212, 3.55015, -1.32373], [3.23806, 1.54372, -1.01889], [2.02146, -1.89143, 1.20107], [3.22214, -3.20667, 2.94388], [4.07206, -2.06358, 4.96200], [3.78126, 0.37122, 5.21738], [2.59830, 1.66507, 3.48186], [-0.69708, 2.67488, 0.08507], [-2.65507, 3.68259, 1.21181], [-3.24884, 2.99196, 3.50468], [-1.95315, 1.22515, 4.63441], [-0.02213, 0.19059, 3.50252]], "forces_ev_per_a": [[0.020, -0.133, -0.692], [0.157, 0.199, 0.137], [0.062, -0.121, -0.246], [-0.178, 0.005, -0.033], [-0.231, -0.352, 0.930], [-0.044, -0.183, -1.363], [-0.317, -0.179, 1.060], [-0.176, -0.203, 0.563], [0.028, 0.146, 0.006], [-0.081, -0.087, 0.091], [0.005, 0.007, 0.163], [-0.098, -0.137, 0.217], [0.042, 0.072, -0.406], [-0.092, -0.039, 0.367], [0.011, -0.095, -0.251], [-0.118, -0.058, 0.152], [0.167, 0.143, -0.124], [0.031, -0.022, -0.090], [0.058, -0.178, -0.346], [-0.032, -0.027, -0.064], [-0.007, -0.075, -0.104], [-0.095, -0.049, -0.095], [0.012, -0.038, -0.050], [-0.042, -0.031, -0.026], [0.010, -0.023, 0.020], [-0.035, 0.005, 0.053], [-0.014, 0.019, -0.017], [-0.048, -0.082, 0.009], [-0.055, -0.058, -0.036], [0.062, 0.080, 0.012], [0.132, 0.139, 0.008], [0.730, 0.840, -0.150], [-1.261, -0.421, 0.723], [-0.132, 1.098, -0.563], [0.457, -0.210, -0.043], [0.687, -0.083, -0.139], [0.231, -0.434, -0.408], [-0.230, 0.767, 0.796], [-0.077, -0.267, 0.132], [-0.039, -0.097, -0.034], [0.047, 0.185, 0.096], [0.048, -0.063, -0.013], [0.168, 0.154, 0.004], [-0.138, -0.188, 0.025], [0.064, -0.033, -0.009], [-0.210, 0.272, -0.213], [0.181, -0.119, 0.368], [-0.072, 0.023, -0.165], [0.096, -0.072, 0.235], [-0.153, -0.025, -0.324], [0.500, -0.006, 0.007], [0.022, -0.029, -0.053], [-0.070, 0.062, -0.032], [0.014, -0.019, 0.036], [-0.139, 0.044, 0.154], [0.132, -0.018, -0.103], [-0.062, 0.047, 0.006], [0.000, 0.078, 0.034], [0.020, 0.064, -0.041], [-0.024, -0.025, -0.118], [0.085, -0.008, -0.093], [-0.009, -0.114, -0.061], [-0.003, -0.075, -0.027], [0.068, -0.055, 0.042], [0.015, 0.017, 0.018], [0.020, 0.031, 0.052], [-0.044, 0.044, -0.030], [0.001, 0.021, -0.050], [-0.055, -0.018, -0.001], [-0.003, -0.026, 0.048], [0.001, 0.011, 0.051]]}

***

{"formula": "C34H27IN6RuS", "method": "ωB97M-V/def2-TZVPD", "multiplicity": 5, "s_squared": 6.06, "fmax_ha_per_bohr": 0.0548, "gap_ev": [7.64, 6.50], "total_charge": 2, "elements": ["Ru", "C", "C", "N", "C", "C", "C", "C", "C", "C", "C", "C", "C", "N", "C", "H", "H", "H", "H", "H", "H", "H", "H", "C", "C", "C", "C", "N", "C", "S", "N", "H", "H", "H", "H", "H", "C", "C", "C", "C", "C", "C", "N", "C", "C", "C", "C", "C", "C", "H", "H", "H", "H", "H", "H", "H", "H", "H", "H", "I", "C", "C", "C", "C", "N", "C", "H", "H", "H", "H"], "positions_angstrom": [[-0.56405, 0.77971, 0.57563], [-0.89088, 1.79041, -3.79621], [-0.47743, 1.67544, -2.47945], [-1.17094, 1.07082, -1.51503], [-2.27540, 0.36247, -1.86923], [-2.73875, 0.32232, -3.22211], [-2.02243, 1.09437, -4.18229], [-3.91367, -0.50395, -3.42106], [-4.44556, -1.28931, -2.47459], [-4.11456, -1.13665, -1.10006], [-4.78590, -1.73672, 0.00007], [-4.40684, -1.39242, 1.25697], [-3.32706, -0.48505, 1.50954], [-2.62602, 0.00488, 0.48755], [-3.00356, -0.30463, -0.80289], [-0.16470, 2.32562, -4.40374], [0.37415, 2.28261, -2.07601], [-2.35552, 1.09946, -5.24866], [-4.15624, -0.66078, -4.47075], [-5.16396, -2.02811, -2.87365], [-5.61870, -2.41225, -0.20521], [-4.96168, -1.72712, 2.06895], [-2.98080, -0.18003, 2.51464], [3.47743, -3.05298, 4.16857], [3.06792, -1.71266, 3.63505], [4.05027, -0.72098, 3.62149], [3.70501, 0.54291, 3.13594], [2.42121, 0.78580, 2.80928], [1.60443, -0.20669, 2.98885], [-0.15055, 0.25526, 2.63227], [1.78733, -1.46903, 3.38092], [3.47404, -3.78360, 3.34100], [2.81705, -3.31299, 5.03070], [4.44630, -2.84305, 4.55206], [5.01961, -0.89238, 3.94321], [4.37604, 1.36246, 2.97959], [-1.67348, -3.88197, -0.94212], [-1.25760, -3.60091, 0.37424], [-0.38476, -2.51676, 0.58509], [0.17446, -1.80847, -0.45477], [-0.25385, -2.09142, -1.77945], [-1.19948, -3.10327, -1.98050], [0.89317, -0.58035, -0.28370], [2.16441, -0.39415, -0.69701], [2.87260, -1.38826, -1.43174], [3.97386, -0.95635, -2.15928], [4.54116, 0.27495, -1.88461], [3.95044, 1.14536, -0.97859], [2.78769, 0.85569, -0.36958], [-2.39284, -4.64165, -1.18293], [-1.60794, -4.13190, 1.22300], [-0.07296, -2.24296, 1.63554], [0.13638, -1.47478, -2.58153], [-1.41122, -3.25087, -3.04485], [2.44075, -2.35335, -1.64609], [4.36071, -1.60205, -2.92114], [5.44177, 0.66476, -2.32408], [4.37590, 2.10435, -0.78320], [2.25066, 1.55100, 0.30426], [1.85408, 5.64450, 3.26284], [0.33733, 4.78716, 2.08588], [-0.60706, 5.58925, 1.45587], [-1.34701, 5.07335, 0.37161], [-1.26992, 3.75019, 0.08872], [-0.38220, 2.93618, 0.76080], [0.44122, 3.43653, 1.67720], [-0.67492, 6.64616, 1.77884], [-2.00300, 5.70883, -0.17931], [-1.89763, 3.26311, -0.62081], [1.13363, 2.68496, 2.15005]], "forces_ev_per_a": [[0.417, -0.023, -2.162], [0.490, -0.737, 0.165], [0.371, 1.329, 1.944], [-0.069, -0.595, -0.296], [-0.159, 0.253, -0.488], [0.034, 0.381, 1.725], [-0.510, -0.415, -0.845], [1.726, 0.122, -1.755], [-1.063, -0.551, -0.785], [1.124, 0.354, 0.781], [0.184, 0.268, -1.217], [1.204, 1.415, 0.107], [-0.104, -0.528, -0.914], [-0.098, -0.567, 0.029], [-0.571, 0.244, 0.145], [-0.760, -0.036, -0.509], [-0.555, -0.802, -0.716], [0.239, 0.024, 1.059], [-0.403, 0.045, 0.232], [0.158, 0.437, 0.902], [0.222, 0.186, 0.247], [-0.752, -0.695, 1.412], [-0.473, -0.398, -0.627], [-1.182, 0.401, -0.090], [0.454, -0.521, 1.387], [-1.587, 1.864, -1.400], [-0.764, -1.279, 0.276], [0.951, 0.434, -0.015], [-2.304, -0.397, -0.659], [0.313, -0.528, 1.455], [0.224, 1.264, -0.767], [0.028, 0.017, 0.706], [0.381, -0.165, -0.935], [1.010, -0.761, 0.298], [1.674, -0.527, 0.461], [0.480, 0.187, 0.168], [0.086, 0.396, 0.814], [0.447, 1.211, -1.550], [0.414, -0.456, 2.139], [-0.707, 0.731, -2.221], [-0.126, -0.436, 1.270], [1.461, 0.918, -1.247], [0.219, -0.349, 1.254], [-0.805, -0.375, 1.055], [-0.052, 1.053, -1.098], [-0.231, -0.597, 0.584], [0.277, 0.509, -0.099], [0.251, 0.678, 0.328], [-1.706, -0.439, 0.047], [-0.120, -0.390, 0.228], [-0.322, -0.525, 0.470], [-0.414, -0.511, -1.246], [-0.117, -0.180, -0.130], [-0.518, -0.393, 0.550], [-0.096, -0.065, 0.196], [0.461, -0.254, -0.102], [0.222, -0.434, -0.535], [0.537, 0.416, 0.029], [0.475, -0.471, -0.492], [-0.515, -0.329, -0.032], [0.564, -0.448, -0.762], [0.492, 0.452, -0.068], [0.180, 0.668, 1.214], [1.290, -0.993, 1.018], [-0.865, 0.269, -0.356], [0.247, 0.086, 0.977], [-0.147, -0.745, -0.459], [-0.411, 0.287, -0.211], [-0.240, -0.133, -0.462], [-0.557, 1.148, -0.418]]}

***

{"formula": "C34H27N4OPd", "method": "ωB97M-V/def2-TZVPD", "multiplicity": 5, "relative_energy_kcal_mol": 0.00, "s_squared": 6.07, "fmax_ha_per_bohr": 0.0096, "gap_ev": [5.15, 5.53], "total_charge": 1, "elements": ["Pd", "C", "C", "N", "N", "C", "O", "C", "C", "C", "C", "C", "C", "C", "C", "C", "C", "C", "N", "H", "H", "H", "H", "H", "H", "H", "H", "H", "H", "H", "H", "C", "C", "C", "N", "C", "C", "H", "H", "H", "H", "H", "C", "C", "C", "C", "C", "C", "C", "C", "C", "C", "C", "C", "C", "C", "C", "H", "H", "H", "H", "H", "H", "H", "H", "H", "H"], "positions_angstrom": [[-0.01538, -0.10137, -0.65581], [0.93363, 1.04199, 3.50469], [0.99923, 0.61455, 2.08832], [0.06729, -0.13234, 1.50068], [-0.91600, -0.58372, 2.21146], [-1.89824, -1.22174, 1.39734], [-1.78638, -1.32998, 0.18014], [-3.05629, -1.72721, 2.13506], [-4.12035, -2.26912, 1.40864], [-5.23068, -2.75130, 2.07226], [-5.28350, -2.69883, 3.46175], [-4.22907, -2.16322, 4.18831], [-3.11388, -1.67386, 3.53046], [2.09704, 1.03320, 1.21220], [3.10952, 1.85801, 1.68512], [4.12835, 2.23980, 0.82537], [4.11454, 1.77324, -0.47471], [3.06210, 0.95969, -0.87883], [2.07710, 0.60703, -0.06970], [0.05687, 0.63156, 3.99204], [0.88787, 2.13457, 3.55444], [1.83187, 0.72076, 4.03713], [-4.06184, -2.29769, 0.32954], [-6.05797, -3.16705, 1.51372], [-6.15450, -3.07818, 3.97985], [-4.27746, -2.12701, 5.26796], [-2.28975, -1.25486, 4.08805], [3.09365, 2.20780, 2.70717], [4.91812, 2.89273, 1.17061], [4.89045, 2.03900, -1.17837], [3.00658, 0.58785, -1.89465], [-0.38328, -1.00239, -5.49228], [0.16623, 0.18978, -5.04651], [0.29650, 0.39286, -3.68651], [-0.07916, -0.52145, -2.78699], [-0.62033, -1.66681, -3.21775], [-0.78674, -1.94572, -4.56095], [-0.50258, -1.19010, -6.55085], [0.48153, 0.95842, -5.73726], [0.68852, 1.32046, -3.28824], [-0.92813, -2.37030, -2.45451], [-1.22820, -2.88425, -4.86362], [-0.49886, 1.88264, -0.48629], [-0.20108, 2.95221, 0.03327], [0.07958, 4.11664, 0.74647], [0.92892, 5.14531, 0.16190], [0.92349, 6.46511, 0.63481], [1.73075, 7.42915, 0.05536], [2.56278, 7.10423, -1.00764], [2.56946, 5.80344, -1.49754], [1.76150, 4.83883, -0.92403], [-0.38897, 4.16226, 2.13710], [-1.59272, 3.53880, 2.49527], [-2.01736, 3.51518, 3.81290], [-1.24410, 4.09668, 4.81116], [-0.04347, 4.70900, 4.47451], [0.37852, 4.74808, 3.15357], [0.26007, 6.74014, 1.44410], [1.70178, 8.44452, 0.42870], [3.19246, 7.86012, -1.45747], [3.20617, 5.54536, -2.33427], [1.75729, 3.82585, -1.31130], [-2.19551, 3.08502, 1.71833], [-2.96113, 3.04679, 4.06311], [-1.57736, 4.07964, 5.84042], [0.56741, 5.16316, 5.24429], [1.31974, 5.22167, 2.90586]], "forces_ev_per_a": [[0.271, -0.306, 0.046], [-0.004, -0.031, 0.005], [-0.002, 0.013, 0.010], [-0.039, 0.001, -0.056], [0.043, 0.052, 0.049], [-0.003, 0.007, 0.074], [-0.069, 0.053, -0.099], [-0.031, -0.036, 0.044], [0.000, 0.000, 0.011], [0.000, 0.001, 0.011], [0.003, -0.002, -0.005], [-0.007, -0.003, -0.001], [-0.010, 0.001, -0.021], [-0.007, -0.004, 0.016], [-0.007, 0.008, 0.017], [0.012, 0.014, -0.006], [-0.001, 0.000, 0.005], [0.011, -0.004, -0.044], [-0.089, -0.018, -0.015], [-0.012, -0.003, 0.003], [-0.034, 0.013, 0.007], [-0.001, 0.012, -0.009], [0.002, 0.000, -0.002], [0.001, -0.001, 0.001], [0.000, 0.001, 0.000], [-0.001, -0.001, 0.000], [0.002, 0.002, 0.000], [0.005, -0.009, -0.008], [-0.003, 0.000, -0.001], [-0.002, -0.002, 0.000], [-0.012, 0.002, -0.005], [0.003, 0.014, -0.006], [-0.004, -0.029, -0.017], [-0.003, 0.063, 0.025], [-0.078, 0.034, 0.025], [0.052, 0.003, -0.021], [-0.001, -0.014, 0.003], [0.000, -0.001, 0.001], [-0.001, 0.001, 0.001], [0.000, 0.001, 0.020], [-0.011, -0.004, -0.005], [0.000, 0.001, 0.000], [0.251, 0.040, -0.066], [-0.460, 0.175, -0.043], [0.204, -0.024, 0.073], [-0.028, -0.027, 0.039], [0.004, 0.040, 0.001], [-0.013, -0.003, 0.014], [0.009, -0.008, -0.006], [0.000, -0.003, 0.009], [0.014, -0.026, -0.050], [-0.016, 0.017, -0.005], [0.026, -0.024, 0.005], [0.017, -0.024, -0.006], [0.018, 0.001, -0.010], [-0.008, 0.004, -0.012], [-0.018, 0.001, 0.022], [-0.001, 0.009, -0.023], [0.000, -0.002, 0.000], [-0.001, 0.001, -0.003], [0.004, -0.002, -0.008], [0.005, 0.027, 0.010], [0.005, 0.001, 0.005], [0.006, 0.002, -0.002], [0.002, -0.001, -0.003], [0.000, -0.001, 0.000], [0.009, -0.010, 0.008]]}